*A*
DFT (ωB97M-V/def2-TZVPD) results for C3H4N2S as an isolated structure.

CARTESIAN COORDINATES (ANGSTROEM)
C1 -0.774 -0.447 -0.059
C2 -0.072 -0.520 -1.316
C3 0.124 -0.590 -2.538
H1 0.432 2.029 0.344
H2 -0.661 -0.210 2.017
H3 -2.065 -1.418 -0.733
H4 0.115 -1.173 -3.747
N1 -0.109 0.078 1.096
N2 -1.870 -1.053 0.206
S1 1.273 1.059 1.030

Gap between HOMO and LUMO   9.2 eV
HOMO energy   -8.89 eV
LUMO   0.3 eV

***

*B*
DFT (ωB97M-V/def2-TZVPD) results for C3H4N2S in the gas phase.

CARTESIAN COORDINATES (ANGSTROEM)
N1 1.159 -2.276 -1.025
C1 0.541 -1.621 -0.295
C2 -0.217 -0.768 0.608
N2 -0.684 0.447 -0.023
C3 0.211 1.434 -0.358
S1 -0.069 2.915 -1.059
H1 0.453 -0.490 1.451
H2 -1.056 -1.393 1.014
H3 -1.594 0.813 -0.042
H4 1.255 0.938 -0.271

Gap between HOMO and LUMO   9.1 eV
SMILES   N#CCNC=S
HOMO energy   -8.95 eV
LUMO   0.1 eV

***

*C*
DFT (ωB97M-V/def2-TZVPD) results for C3H4N2S in the gas phase.

CARTESIAN COORDINATES (ANGSTROEM)
H1 0.035 2.175 0.507
N1 0.823 1.535 0.592
C1 0.642 0.386 0.175
C2 1.482 -0.722 -0.029
S1 -1.200 -0.412 -0.504
C3 -2.905 -0.094 -0.328
N2 -4.014 0.013 -0.084
H2 1.358 -1.224 -1.034
H3 1.333 -1.509 0.667
H4 2.448 -0.148 0.038

Gap between HOMO and LUMO   8.9 eV
SMILES   [H]/N=C(/C)SC#N
HOMO energy   -9.61 eV
LUMO   -0.7 eV

***

Least stable of them? *A*.

***

*A*
DFT (ωB97M-V/def2-TZVPD) results for C7H13NO in the gas phase.

CARTESIAN COORDINATES (ANGSTROEM)
C1 -2.963 1.154 -1.346
C2 -2.212 0.468 -0.476
N1 -0.836 0.482 -0.430
C3 -0.013 -0.286 0.491
C4 -0.390 -1.776 0.396
O1 -0.279 0.191 1.797
C5 1.479 -0.044 0.214
C6 2.456 -0.876 0.634
C7 1.890 1.199 -0.538
H1 -2.513 1.762 -2.120
H2 -4.044 1.080 -1.316
H3 -2.691 -0.161 0.270
H4 -0.509 1.438 -0.521
H5 0.160 -2.390 1.115
H6 -0.210 -2.166 -0.612
H7 -1.446 -1.944 0.637
H8 0.356 -0.255 2.379
H9 2.259 -1.778 1.203
H10 3.504 -0.670 0.429
H11 1.541 2.098 -0.019
H12 1.485 1.187 -1.555
H13 2.978 1.286 -0.633

Gap between HOMO and LUMO   9.1 eV
SMILES   C=CN[C@](C)(O)C(=C)C
HOMO energy   -8.26 eV
LUMO   0.8 eV

***

*B*
DFT (ωB97M-V/def2-TZVPD) results for C7H13NO as an isolated structure.

CARTESIAN COORDINATES (ANGSTROEM)
C1 1.463 0.692 -0.638
C2 1.920 0.793 0.786
C3 -0.668 1.192 0.823
C4 0.124 -1.112 0.714
C5 0.536 0.299 0.473
C6 0.425 -2.175 -0.293
C7 -2.080 0.609 -1.072
N1 -1.837 0.478 0.360
O1 -1.675 -0.809 0.755
H1 1.266 1.610 -1.169
H2 1.898 -0.077 -1.257
H3 2.654 0.084 1.138
H4 2.021 1.774 1.225
H5 -0.741 1.287 1.913
H6 -0.606 2.186 0.381
H7 0.235 -1.442 1.743
H8 -0.215 -3.038 -0.133
H9 1.463 -2.491 -0.158
H10 0.296 -1.817 -1.311
H11 -3.012 0.093 -1.305
H12 -2.192 1.670 -1.289
H13 -1.273 0.194 -1.686

Gap between HOMO and LUMO   8.9 eV
HOMO energy   -7.97 eV
LUMO   1.0 eV

***

*C*
DFT (ωB97M-V/def2-TZVPD) results for C7H13NO in the gas phase.

CARTESIAN COORDINATES (ANGSTROEM)
C1 -0.389 -0.489 -2.320
C2 -0.371 0.408 -1.395
C3 0.190 -1.338 0.253
C4 -1.180 -1.808 0.701
C5 1.292 -0.983 1.201
C6 0.241 2.210 0.281
C7 -0.535 1.779 -0.947
N1 0.620 -2.043 -0.861
O1 -0.137 -1.918 -2.034
H1 -0.561 -0.405 -3.423
H2 -1.639 -2.013 -0.278
H3 -1.712 -0.974 1.368
H4 -0.941 -2.677 1.274
H5 1.483 -1.859 1.774
H6 0.822 -0.161 1.755
H7 2.161 -0.603 0.484
H8 0.242 3.325 0.584
H9 1.318 2.250 0.184
H10 -0.087 1.639 1.166
H11 -0.230 2.469 -1.791
H12 -1.507 1.974 -0.773
H13 1.681 -2.024 -1.047

Gap between HOMO and LUMO (spin up / spin down)   8.1 / 8.1 eV
HOMO energy (spin up / spin down)   -7.31 / -7.31 eV
LUMO (spin up / spin down)   0.8 / 0.8 eV

***

*D*
DFT (ωB97M-V/def2-TZVPD) results for a 3-piece molecular cluster, C7H13NO overall.

CARTESIAN COORDINATES (ANGSTROEM)
C1 0.161 -0.277 0.037
C2 -1.021 1.053 -1.644
C3 -0.610 -1.564 -0.072
C4 -0.136 0.689 -2.800
C5 1.165 -0.416 2.271
C6 -0.356 0.859 0.532
N1 1.976 -1.512 2.312
C7 -0.824 1.771 1.329
O1 0.982 0.264 3.262
H1 1.111 -0.212 -0.485
H2 2.229 -1.995 1.469
H3 2.476 -1.746 3.167
H4 -1.107 2.120 -1.462
H5 -1.984 0.552 -1.611
H6 -0.729 -1.849 -1.120
H7 -1.592 -1.476 0.389
H8 -0.067 -2.366 0.431
H9 -1.413 2.606 0.973
H10 -0.559 1.707 2.383
H11 -0.035 -0.393 -2.921
H12 -0.534 1.072 -3.751
H13 0.866 1.114 -2.690

Gap between HOMO and LUMO (spin up / spin down)   6.8 / 7.8 eV
HOMO energy (spin up / spin down)   -6.39 / -7.00 eV
LUMO (spin up / spin down)   0.4 / 0.8 eV

***

Least stable of them? *C*.

***

*A*
DFT (ωB97M-V/def2-TZVPD) results for C10H11NO3 in the gas phase.

CARTESIAN COORDINATES (ANGSTROEM)
C1 1.332 -2.618 0.362
C2 0.298 -1.540 0.320
O1 -0.552 -1.795 1.480
C3 -0.596 -0.713 2.405
C4 -0.917 0.647 1.766
C5 0.189 0.989 0.728
C6 1.015 -0.121 0.214
C7 2.238 0.216 -0.244
N1 2.611 1.550 -0.362
C8 1.663 2.511 -0.390
O2 2.036 3.507 -0.915
C9 0.465 2.319 0.360
C10 -0.337 3.506 0.557
O3 -1.531 3.360 0.675
H1 0.860 -3.544 0.189
H2 1.885 -2.548 1.311
H3 2.111 -2.576 -0.439
H4 -0.376 -1.578 -0.623
H5 -1.237 -1.054 3.185
H6 0.393 -0.774 2.792
H7 -1.881 0.664 1.215
H8 -0.892 1.369 2.564
H9 2.858 -0.545 -0.615
H10 3.324 1.806 -1.060
H11 -0.093 4.576 0.213

Gap between HOMO and LUMO   8.4 eV
SMILES   C[C@H]1OCCc2c1c[nH]c(=O)c2C=O
HOMO energy   -8.84 eV
LUMO   -0.5 eV

***

*B*
DFT (ωB97M-V/def2-TZVPD) results for a 2-piece molecular cluster, C10H11NO3 overall.

CARTESIAN COORDINATES (ANGSTROEM)
C1 -3.294 0.764 0.320
C2 -2.330 1.179 -0.674
C3 -3.089 -0.409 1.004
C4 -1.217 0.403 -0.834
C5 -1.940 -1.158 0.820
C6 -0.935 -0.841 -0.151
C7 1.309 -1.142 -1.317
C8 2.390 0.186 -0.113
C9 2.406 1.924 1.537
C10 0.263 -1.511 -0.357
N1 1.043 -0.381 -2.326
O1 3.439 0.281 -0.686
O2 0.483 -2.590 0.508
O3 1.800 0.832 0.770
H1 -4.177 1.539 0.394
H2 -2.364 2.142 -1.114
H3 -3.896 -0.854 1.549
H4 -0.469 0.752 -1.609
H5 -2.113 -2.186 1.234
H6 1.963 -2.006 -1.371
H7 3.170 1.525 2.276
H8 1.550 2.467 2.065
H9 2.927 2.482 0.818
H10 1.794 -0.410 -3.000
H11 1.286 -2.989 0.256

Gap between HOMO and LUMO (spin up / spin down)   7.2 / 5.8 eV
HOMO energy (spin up / spin down)   -7.75 / -6.69 eV
LUMO (spin up / spin down)   -0.6 / -0.8 eV

***

Least stable of them? *B*.

***

*A*
DFT (ωB97M-V/def2-TZVPD) results for a 2-piece molecular cluster, CH2NO2S2 overall.

CARTESIAN COORDINATES (ANGSTROEM)
C1 -0.024 -0.765 0.016
N1 -0.800 0.612 -1.379
O1 1.318 -0.828 2.197
O2 0.876 1.446 1.220
S1 -0.931 -2.038 -0.088
S2 0.316 0.096 1.594
H1 -0.625 0.148 -2.383
H2 -0.130 1.328 -1.177

Gap between HOMO and LUMO (spin up / spin down)   6.7 / 6.7 eV
HOMO energy (spin up / spin down)   -3.85 / -3.85 eV
Net charge   -1
LUMO (spin up / spin down)   2.9 / 2.9 eV

***

*B*
DFT (ωB97M-V/def2-TZVPD) results for CH2NO2S2 as an isolated structure.

CARTESIAN COORDINATES (ANGSTROEM)
C1 -0.938 1.483 -1.264
N1 -0.401 1.051 -0.332
O1 0.792 0.081 1.346
O2 0.996 -1.411 -0.527
S1 -2.278 1.440 -2.088
S2 1.291 -1.454 0.908
H1 0.258 -2.074 1.494
H2 0.280 0.883 0.464

Gap between HOMO and LUMO   8.1 eV
HOMO energy   -4.55 eV
Net charge   -1
LUMO   3.6 eV

***

Least stable of them? *A*.

***

*A*
DFT (ωB97M-V/def2-TZVPD) results for a 9-piece molecular cluster, C18H54O9 overall.

CARTESIAN COORDINATES (ANGSTROEM)
C1 -2.344 2.178 2.573
C2 -3.760 2.617 2.584
O1 -3.854 4.070 2.896
H1 -1.885 2.589 1.693
H2 -2.326 1.137 2.606
H3 -1.784 2.332 3.518
H4 -3.976 1.837 3.127
H5 -4.364 2.320 1.563
H6 -4.849 4.260 2.844
C3 -4.631 -0.816 0.782
C4 -4.084 -2.206 0.427
O2 -4.641 -3.198 1.317
H7 -5.586 -0.756 0.435
H8 -4.266 0.055 0.240
H9 -4.718 -0.600 1.766
H10 -2.916 -2.386 0.746
H11 -4.056 -2.354 -0.646
H12 -4.098 -3.994 1.116
C5 -1.402 -1.694 3.440
C6 -0.232 -1.150 4.199
O3 -0.389 0.113 4.693
H13 -1.526 -1.265 2.528
H14 -2.182 -1.634 4.136
H15 -1.148 -2.845 3.404
H16 0.734 -1.225 3.568
H17 -0.118 -1.847 5.253
H18 -1.100 0.179 5.219
C7 -1.931 4.227 -2.202
C8 -2.820 3.355 -1.319
O4 -2.647 1.973 -1.590
H19 -1.981 5.290 -2.204
H20 -2.264 4.176 -3.325
H21 -0.948 3.948 -2.050
H22 -3.773 3.512 -1.455
H23 -2.296 3.328 -0.320
H24 -3.126 1.867 -2.367
C9 -1.265 -2.551 -2.902
C10 -2.098 -3.616 -3.414
O5 -1.381 -4.356 -4.330
H25 -0.451 -3.029 -2.373
H26 -1.797 -1.968 -1.994
H27 -1.070 -1.818 -3.614
H28 -3.051 -3.128 -3.909
H29 -2.353 -4.273 -2.583
H30 -1.814 -4.644 -5.222
C11 4.541 1.747 2.919
C12 4.164 0.298 2.493
O6 4.817 0.108 1.217
H31 5.513 2.077 2.768
H32 4.013 1.921 3.990
H33 3.994 2.331 2.299
H34 3.232 0.177 2.399
H35 4.639 -0.535 3.132
H36 4.917 -0.908 0.907
C13 4.083 2.068 -3.848
C14 3.010 1.669 -2.802
O7 2.307 0.618 -3.124
H37 4.828 2.805 -3.402
H38 3.523 2.387 -4.656
H39 4.646 0.967 -4.040
H40 2.373 2.564 -2.754
H41 3.510 1.421 -1.737
H42 1.560 0.692 -2.679
C15 4.369 -2.035 -1.900
C16 4.686 -3.136 -0.870
O8 4.348 -2.612 0.428
H43 3.438 -1.936 -1.910
H44 4.628 -2.206 -3.076
H45 4.892 -1.146 -1.729
H46 5.684 -3.169 -0.910
H47 4.329 -4.194 -0.891
H48 4.425 -3.232 1.101
C17 1.059 0.090 0.271
C18 -0.243 0.391 -0.274
O9 -0.109 0.829 -1.599
H49 1.614 0.990 0.370
H50 1.578 -0.706 -0.524
H51 0.759 -0.202 1.354
H52 -0.840 1.067 0.293
H53 -0.939 -0.406 -0.134
H54 -0.782 1.194 -1.934

Gap between HOMO and LUMO   9.6 eV
SMILES   CCO.CCO.CCO.CCO.CCO.CCO.CCO.CCO.CCO
HOMO energy   -9.19 eV
LUMO   0.4 eV

***

*B*
DFT (ωB97M-V/def2-TZVPD) results for a 9-piece molecular cluster, C18H54O9 overall.

CARTESIAN COORDINATES (ANGSTROEM)
C1 19.226 -1.484 13.857
C2 20.238 -1.150 14.918
O1 20.272 0.267 14.926
H1 18.185 -1.347 14.150
H2 19.394 -2.536 13.624
H3 19.313 -0.912 12.933
H4 21.196 -1.508 14.542
H5 20.017 -1.750 15.801
H6 21.029 0.448 15.488
C3 16.465 1.217 20.204
C4 15.074 1.606 20.693
O2 15.057 1.535 22.101
H7 17.204 1.952 20.524
H8 16.602 1.168 19.124
H9 16.719 0.270 20.680
H10 14.314 0.998 20.203
H11 14.797 2.598 20.337
H12 14.282 1.952 22.485
C5 12.027 -8.773 24.235
C6 11.132 -8.781 25.468
O3 11.374 -7.686 26.323
H13 11.760 -9.604 23.583
H14 13.060 -8.897 24.563
H15 11.802 -7.831 23.735
H16 11.169 -9.755 25.955
H17 10.076 -8.755 25.198
H18 10.561 -7.282 26.636
C7 8.340 -0.231 15.186
C8 7.133 -0.157 16.195
O4 6.581 1.155 16.158
H19 8.035 0.167 14.218
H20 8.626 -1.260 14.971
H21 9.195 0.325 15.570
H22 7.485 -0.402 17.197
H23 6.355 -0.874 15.933
H24 6.375 1.412 17.059
C9 17.085 -8.379 13.142
C10 17.285 -8.839 11.690
O5 17.437 -10.239 11.723
H25 17.943 -8.555 13.790
H26 16.326 -8.967 13.657
H27 16.901 -7.315 12.993
H28 18.211 -8.473 11.247
H29 16.396 -8.592 11.109
H30 17.625 -10.605 10.856
C11 13.436 1.066 11.098
C12 14.177 0.139 10.128
O6 13.979 -1.239 10.404
H31 12.365 0.900 10.979
H32 13.668 2.090 10.807
H33 13.761 0.968 12.134
H34 15.236 0.390 10.182
H35 13.806 0.322 9.120
H36 14.692 -1.673 9.930
C13 12.586 -4.234 17.552
C14 13.437 -3.636 16.400
O7 12.941 -4.110 15.217
H37 12.478 -5.303 17.367
H38 11.569 -3.847 17.498
H39 12.988 -4.057 18.550
H40 14.486 -3.870 16.583
H41 13.299 -2.556 16.352
H42 13.440 -3.772 14.470
C15 10.776 -7.020 10.165
C16 10.463 -7.747 11.489
O8 9.961 -6.770 12.408
H43 9.890 -6.631 9.663
H44 11.229 -7.688 9.433
H45 11.466 -6.197 10.352
H46 11.420 -8.101 11.872
H47 9.729 -8.543 11.366
H48 10.666 -6.132 12.534
C17 6.768 -5.240 21.280
C18 6.116 -6.304 20.450
O9 5.053 -6.866 21.182
H49 7.190 -5.480 22.256
H50 6.098 -4.406 21.486
H51 7.549 -4.830 20.639
H52 6.759 -7.151 20.212
H53 5.860 -5.850 19.493
H54 4.798 -7.675 20.733

Gap between HOMO and LUMO   10.2 eV
SMILES   CCO.CCO.CCO.CCO.CCO.CCO.CCO.CCO.CCO
HOMO energy   -10.10 eV
LUMO   0.1 eV

***

Least stable of them? *A*.